{"formula": "C6H19N2O", "method": "ωB97M-V with the def2-TZVPD basis set", "total_energy_ev": -11538.490, "homo_energy_ha": [-0.7076, -0.7076], "s2": 0.75, "multiplicity": 2, "relative_energy_kcal_mol": 0.0, "total_charge": 2, "symbols": ["C", "N", "C", "C", "C", "N", "C", "C", "H", "H", "H", "H", "H", "H", "H", "H", "H", "H", "H", "H", "H", "H", "H", "H", "H", "H", "H", "O"], "positions_angstrom": [[-1.26, 0.21, -0.42], [-1.10, -0.21, 0.96], [-1.14, -1.72, 1.22], [0.06, -2.21, 1.99], [-0.36, 1.44, -0.69], [1.08, 1.04, -0.32], [1.54, 1.76, 0.88], [-0.42, 1.93, -2.14], [-1.24, -0.56, -1.17], [-2.35, 0.45, -0.59], [-1.78, 0.29, 1.53], [-2.17, -1.99, 1.53], [-1.28, -2.16, 0.22], [1.02, -1.92, 1.59], [0.14, -3.30, 2.01], [-0.08, -1.90, 3.03], [-0.71, 2.20, 0.02], [1.24, 0.03, -0.21], [1.70, 1.19, -1.12], [1.27, 2.82, 0.80], [2.62, 1.74, 1.08], [1.10, 1.48, 1.83], [0.08, 2.87, -2.30], [-1.48, 1.98, -2.37], [0.00, 1.13, -2.77], [1.38, -2.42, -0.83], [0.84, -2.40, -2.18], [1.29, -1.80, -1.57]]}